Here is a 7-piece molecular cluster, H12IO6 overall at a distorted geometry from the Open Molecules 2025 dataset. Energies are from ωB97M-V/def2-TZVPD.

Element x y z (Å)
I1 -1.1853 0.1057 -0.0487
O1 2.0695 -0.8975 -0.4209
H1 2.3298 -0.6642 0.4507
H2 1.1220 -0.7610 -0.4933
O2 0.0462 -2.4893 -2.4508
H3 -0.5081 -1.8933 -1.9521
H4 0.5192 -3.0873 -1.8485
O3 0.2435 1.2812 3.2222
H5 -0.4519 1.0236 2.6443
H6 0.7169 1.9784 2.7556
O4 -1.0854 3.5284 -0.3518
H7 -1.5119 2.6736 -0.4681
H8 -1.2958 3.7739 0.5572
O5 -0.0579 -2.5128 2.3139
H9 -0.4937 -1.9177 1.7223
H10 -0.5985 -3.2493 2.4857
O6 0.1422 0.8082 -3.0189
H11 -0.4678 0.6239 -2.3003
H12 0.4669 1.6756 -2.7985

Results
**HOMO level**: -5.30 eV
**Strongest force on any atom**: 2.13 eV Å⁻¹
**Kohn-Sham gap**: 8.3895 eV
**Multiplicity**: 1
**M**: 235.0 g/mol
**Total charge**: -1

***

Here is H12LiO6 as an isolated structure at a distorted geometry from the Open Molecules 2025 dataset. Energies are from ωB97M-V/def2-TZVPD.

Element x y z (Å)
Li1 0.3402 0.0836 -0.1491
O1 -0.4848 -1.4544 0.3079
H1 -0.4898 -2.3034 -0.0131
H2 -0.4868 -1.5384 1.2259
O2 -0.5578 1.2686 0.7269
H3 -0.2508 2.2426 1.0439
H4 -1.2288 1.1886 1.4389
O3 -0.0568 0.6526 -2.0561
H5 -0.8448 1.2796 -2.1911
H6 0.7512 1.2476 -2.2751
O4 -3.0808 -1.2344 0.3209
H7 -3.5998 -0.3844 0.4859
H8 -2.1588 -1.1594 -0.0851
O5 1.9512 -1.3854 -0.1091
H9 2.5432 -1.0814 -0.8881
H10 1.6172 -2.3634 -0.2841
O6 1.7822 1.4286 0.6349
H11 1.5652 2.2096 1.2679
H12 2.6902 1.3036 0.5979

Results
**HOMO level**: -14.07 eV
**Strongest force on any atom**: 6.15 eV Å⁻¹
**Kohn-Sham gap**: 10.3245 eV
**Multiplicity**: 1
**M**: 115.0 g/mol
**Total charge**: +1

***

Here is H12LiO6 as an isolated structure at a distorted geometry from the Open Molecules 2025 dataset. Energies are from ωB97M-V/def2-TZVPD.

Element x y z (Å)
Li1 -0.0609 -0.2801 0.2888
O1 0.6030 2.4878 -1.9711
H1 0.6913 2.5585 -2.9216
H2 0.3674 1.5725 -1.8194
O2 0.3503 -0.1435 -2.0845
H3 -0.4546 -0.5281 -2.4317
H4 1.0339 -0.4300 -2.6902
O3 -0.4269 -2.2873 0.2910
H5 -1.1440 -2.8282 -0.0398
H6 0.0970 -2.8840 0.8255
O4 -0.7047 -0.4433 2.5863
H7 -0.1049 -0.7165 3.2803
H8 -1.5772 -0.5831 2.9544
O5 1.8845 -0.0207 0.8107
H9 2.1330 0.4759 1.5903
H10 2.7079 -0.3845 0.4853
O6 -1.4763 1.2580 0.2998
H11 -2.1129 1.4225 0.9954
H12 -1.8060 1.7541 -0.4495

Results
**HOMO level (alpha / beta)**: -18.26 / -18.26 eV
**Strongest force on any atom**: 3.73 eV Å⁻¹
**Kohn-Sham gap (alpha / beta)**: 10.6388 / 3.0649 eV
**Multiplicity**: 2
**M**: 115.0 g/mol
**Total charge**: +2

***

Here is a 6-piece molecular cluster, H12O5S2 overall from the Open Molecules 2025 dataset. Energies are from ωB97M-V/def2-TZVPD.

Element x y z (Å)
S1 -0.6533 3.7075 -0.7877
S2 1.2772 3.9956 -1.5549
H1 -0.3753 4.4289 0.3125
H2 1.4042 2.8213 -2.1869
O1 -0.5563 2.5476 3.1313
H3 0.0658 2.7810 2.4304
H4 -0.0535 2.8485 3.8997
O2 -1.7289 -0.1002 2.4445
H5 -1.7007 -0.3059 1.5017
H6 -1.5848 0.8595 2.4349
O3 -0.9531 -0.7427 -0.4751
H7 -0.6609 -1.4030 -1.1174
H8 -0.6075 0.1080 -0.7521
O4 1.6332 -3.9022 -0.1781
H9 2.3258 -3.5996 0.4145
H10 1.4552 -4.8106 0.0860
O5 0.4139 -2.7438 -3.1955
H11 0.6270 -3.5081 -2.6497
H12 -0.3282 -2.9819 -3.7580

Results
**SMILES**: SS.O.O.O.O.O
**HOMO level**: -9.05 eV
**Strongest force on any atom**: 0.84 eV Å⁻¹
**Kohn-Sham gap**: 9.1479 eV
**Multiplicity**: 1
**M**: 156.2 g/mol
**Total charge**: 0

***

Here is a 6-piece molecular cluster, H12O5S2 overall at a distorted geometry from the Open Molecules 2025 dataset. Energies are from ωB97M-V/def2-TZVPD.

Element x y z (Å)
S1 -3.3693 0.1911 -0.6608
S2 -2.8823 1.7041 0.8138
H1 -3.5212 -0.7414 0.2791
H2 -1.5645 1.3516 0.9981
O1 -0.6256 -3.0496 -0.6472
H3 -0.8158 -2.6067 0.1687
H4 -0.6973 -2.4644 -1.3728
O2 2.4819 -0.3741 0.5262
H5 3.0196 -1.1075 0.8582
H6 3.1808 0.2777 0.1945
O3 0.2832 -0.1673 -1.6129
H7 1.0527 -0.5388 -1.1869
H8 0.5851 0.0446 -2.4428
O4 -0.2444 -0.3565 1.1133
H9 0.7054 -0.6310 1.1173
H10 -0.4523 -0.3574 0.1686
O5 1.3078 2.9654 0.4069
H11 0.5205 3.4256 0.1218
H12 1.0356 2.4345 1.1570

Results
**SMILES**: SS.O.O.O.O.O
**HOMO level**: -9.30 eV
**Strongest force on any atom**: 3.43 eV Å⁻¹
**Kohn-Sham gap**: 9.3152 eV
**Multiplicity**: 1
**M**: 156.2 g/mol
**Total charge**: 0

***

Here is a 6-piece molecular cluster, H12O5S2 overall from the Open Molecules 2025 dataset. Energies are from ωB97M-V/def2-TZVPD.

Element x y z (Å)
S1 3.0279 0.4605 0.2131
S2 3.4932 -0.8339 -1.3720
H1 3.5663 1.5606 -0.3418
H2 2.5217 -0.4249 -2.2020
O1 -0.6664 2.1750 -0.5696
H3 -0.6233 3.0192 -0.1166
H4 -0.8168 1.4869 0.0903
O2 -2.3920 -0.5128 0.1227
H5 -2.2670 -0.2725 1.0517
H6 -3.2767 -0.8745 0.0525
O3 -1.3929 -0.0943 2.8012
H7 -1.0765 -1.0061 2.9154
H8 -1.9331 0.0482 3.5832
O4 0.3297 -0.0526 -2.0917
H9 -0.4364 -0.2871 -2.6246
H10 0.1131 0.8029 -1.6933
O5 0.3057 -1.9443 0.1852
H11 0.3095 -1.2528 -0.4934
H12 1.2139 -1.9974 0.4895

Results
**SMILES**: SS.O.O.O.O.O
**HOMO level**: -9.12 eV
**Strongest force on any atom**: 0.71 eV Å⁻¹
**Kohn-Sham gap**: 9.4062 eV
**Multiplicity**: 1
**M**: 156.2 g/mol
**Total charge**: 0

***

Here is a 6-piece molecular cluster, H12O6 overall at a distorted geometry from the Open Molecules 2025 dataset. Energies are from ωB97M-V/def2-TZVPD.

Element x y z (Å)
O1 -1.5711 -1.7847 0.0563
H1 -2.0001 -2.4325 0.6096
H2 -0.5743 -1.9932 0.0112
O2 3.1614 -0.1723 0.2823
H3 2.8168 0.6396 -0.0412
H4 3.4679 -0.0268 1.1798
O3 1.6663 2.1256 -0.5194
H5 0.8695 1.7247 -0.1329
H6 1.6638 3.0544 -0.2874
O4 -1.1552 1.6642 0.7720
H7 -1.9373 1.1562 0.3960
H8 -1.5952 2.4351 1.0669
O5 -3.0660 0.2402 -0.7955
H9 -3.8259 0.0012 -0.3086
H10 -2.4258 -0.5091 -0.7022
O6 1.1739 -1.9493 -0.5496
H11 1.4466 -2.8284 -0.7857
H12 1.8847 -1.3448 -0.2515

Results
**SMILES**: O.O.O.O.O.O
**HOMO level**: -11.06 eV
**Strongest force on any atom**: 2.01 eV Å⁻¹
**Kohn-Sham gap**: 11.7523 eV
**Multiplicity**: 1
**M**: 108.1 g/mol
**Total charge**: 0

***

Here is a 6-piece molecular cluster, H12O6 overall at a distorted geometry from the Open Molecules 2025 dataset. Energies are from ωB97M-V/def2-TZVPD.

Element x y z (Å)
O1 10.8830 7.2190 31.3620
H1 10.1560 7.6220 31.7990
H2 10.7760 6.3020 31.6090
O2 6.3300 9.0000 30.5050
H3 6.5220 8.3010 31.1250
H4 5.5600 9.4210 30.8290
O3 11.8680 10.0140 30.6350
H5 11.6110 9.2550 31.1880
H6 12.6020 9.7170 30.0810
O4 8.0200 11.1170 29.6220
H7 8.3840 10.2300 29.5530
H8 7.0980 11.0240 29.5370
O5 8.7750 9.3420 32.0850
H9 8.1450 9.6370 31.3950
H10 8.3260 9.6450 32.8550
O6 9.6790 9.0110 29.0150
H11 10.0400 9.0520 28.1380
H12 10.3680 9.4000 29.5330

Results
**SMILES**: O.O.O.O.O.O
**HOMO level**: -10.52 eV
**Strongest force on any atom**: 1.79 eV Å⁻¹
**Kohn-Sham gap**: 10.8601 eV
**Multiplicity**: 1
**M**: 108.1 g/mol
**Total charge**: 0

***

Here is a 6-piece molecular cluster, H12O6 overall at a distorted geometry from the Open Molecules 2025 dataset. Energies are from ωB97M-V/def2-TZVPD.

Element x y z (Å)
O1 -1.1296 -0.0284 2.4268
H1 -2.0080 -0.2213 1.9578
H2 -1.4154 0.5214 3.1435
O2 2.2409 -0.5791 -1.5440
H3 3.1220 -0.9292 -1.7101
H4 1.8108 -1.2480 -0.9262
O3 0.5250 1.1705 0.5704
H5 0.1730 0.6300 1.2915
H6 1.4092 0.7968 0.3963
O4 0.8764 -2.0242 0.4438
H7 -0.0344 -1.8714 0.5178
H8 0.8708 -2.9094 0.0792
O5 -0.3648 0.2429 -1.9769
H9 0.2829 -0.3225 -2.3744
H10 0.0810 0.6209 -1.1634
O6 -2.3305 2.4062 -0.4003
H11 -1.5015 2.1521 0.1152
H12 -2.6076 1.5926 -0.8467

Results
**SMILES**: O.O.O.O.O.O
**HOMO level**: -10.44 eV
**Strongest force on any atom**: 2.75 eV Å⁻¹
**Kohn-Sham gap**: 10.5151 eV
**Multiplicity**: 1
**M**: 108.1 g/mol
**Total charge**: 0

***

Here is a 6-piece molecular cluster, H12O6 overall at a distorted geometry from the Open Molecules 2025 dataset. Energies are from ωB97M-V/def2-TZVPD.

Element x y z (Å)
O1 2.8963 -7.6893 1.7625
H1 3.7277 -7.1405 1.9901
H2 2.8028 -8.0154 0.8788
O2 -6.2853 1.8608 0.1770
H3 -7.0590 1.7993 -0.5042
H4 -5.5793 1.4063 -0.3034
O3 -3.8989 3.1864 0.9066
H5 -3.7151 4.1208 0.9505
H6 -4.7403 2.9466 1.0491
O4 -7.5354 1.5643 2.7693
H7 -6.8703 1.7560 2.1156
H8 -7.7768 0.6357 2.5287
O5 -4.8727 -0.7212 2.4349
H9 -4.8578 0.2583 2.6152
H10 -5.4846 -1.0325 3.1152
O6 20.0812 1.9281 -7.5455
H11 19.6146 1.7513 -6.7929
H12 19.5532 1.3847 -8.1475

Results
**SMILES**: O.O.O.O.O.O
**HOMO level**: -11.30 eV
**Strongest force on any atom**: 5.63 eV Å⁻¹
**Kohn-Sham gap**: 11.6209 eV
**Multiplicity**: 1
**M**: 108.1 g/mol
**Total charge**: 0

***

Question: The highest M belongs to which entry?
Answer: H12IO6

***

Question: Among the records above, which one has the lowest total charge?
Answer: H12IO6

***

Question: The highest M belongs to which entry?
Answer: H12IO6